No. 1
24
Properties=species:S:1:pos:R:3:forces:R:3:nbo_charge:R:1 method="wB97M-V/def2-TZVPD" s2=2.018 total_charge=0 gap_ev="3.6 / 3.9" max_force_ev_per_a=8.022 spin_multiplicity=3 relative_energy_kj_mol=76.2
C -2.09254 -1.18190 2.03992 -0.300 -1.437 3.544 -0.1544
C -1.03820 -1.38686 2.93703 -2.920 -0.434 -1.372 -0.3166
C -1.88907 -0.42901 0.93553 -4.257 -0.005 -2.706 -0.3347
C 0.18379 -0.88171 2.59838 4.042 -0.168 1.292 -0.3018
C -0.67726 0.13535 0.76955 1.876 5.071 -5.926 -0.0840
C 0.38487 -0.02640 1.54603 2.813 0.366 -0.456 0.2639
C -0.49306 1.11212 -0.74812 -0.167 -2.143 3.756 -0.3489
C 0.36135 0.60349 -1.82049 0.764 -0.682 0.896 -0.1073
C 1.08708 1.61437 -2.58771 -0.007 -1.486 -2.407 -0.6318
C 0.96964 -0.82080 -1.77905 -2.816 2.275 1.871 -0.6124
O 1.62888 0.62589 1.33849 -0.050 -1.605 0.665 -0.6950
S -1.41103 0.64089 -2.21181 -1.066 -0.384 0.164 0.4190
H -3.12438 -1.47650 2.22557 0.360 -0.496 0.210 0.2090
H -1.01587 -1.94753 3.81717 -0.876 -0.914 1.157 0.2120
H -2.77147 -0.28257 0.22629 1.592 0.067 1.019 0.2158
H 1.05140 -1.10745 3.23705 -0.450 0.415 0.000 0.1926
H -0.50461 2.15750 -0.50006 -0.107 0.332 -0.072 0.2499
H 1.05501 1.25836 -3.63535 0.463 0.455 0.200 0.2136
H 2.06973 1.81482 -2.30156 1.880 -0.301 0.667 0.2317
H 0.63828 2.53899 -2.55501 -1.420 2.118 0.003 0.2159
H 0.25807 -1.33763 -1.05719 1.576 -0.204 -1.085 0.2485
H 1.96550 -0.63541 -1.48872 1.242 -0.445 1.003 0.2221
H 0.98778 -1.09589 -2.78346 -0.220 -1.333 -1.564 0.2107
H 2.37612 0.10785 1.79751 -1.953 0.937 -0.862 0.4822

---

No. 2
23
Properties=species:S:1:pos:R:3:forces:R:3:nbo_charge:R:1 method="wB97M-V/def2-TZVPD" total_charge=0 gap_ev=8.2 max_force_ev_per_a=1.899 smiles="C#CC/[Si](C=C)=C/CC=C=C" relative_energy_kj_mol=393.6
C 3.14237 -2.11000 0.87000 -0.210 0.195 0.226 -0.2568
C 2.33527 -1.53862 1.54489 0.286 -0.150 -0.282 0.0015
C 1.33812 -0.84988 2.32782 -0.468 0.207 -0.016 -0.9373
Si 0.15179 0.14016 1.20377 -0.796 -0.574 -0.386 1.4735
C 0.91046 1.75653 0.64339 -0.570 -0.471 0.038 -0.6736
C 2.18881 2.09105 0.78130 -0.040 -0.096 0.080 -0.3223
C -1.38924 -0.49247 0.63738 1.603 0.840 0.574 -0.8603
C -2.33988 0.25500 -0.25171 0.204 -0.046 -0.098 -0.4493
C -2.23801 -0.05564 -1.73155 -0.408 0.326 0.268 -0.2793
C -1.39626 -0.83685 -2.33230 0.003 -0.009 -0.102 0.0957
C -0.59047 -1.59862 -3.00722 0.136 -0.151 0.035 -0.4885
H 3.85988 -2.61971 0.29890 0.368 -0.265 -0.328 0.2344
H 1.83692 -0.19095 3.04427 -0.175 0.069 -0.010 0.2638
H 0.77195 -1.58919 2.89598 -0.143 0.090 0.060 0.2726
H 0.25070 2.43074 0.11004 -0.013 0.127 -0.077 0.2266
H 2.58684 3.01340 0.38530 -0.013 0.156 -0.058 0.1983
H 2.90245 1.45487 1.28154 0.102 -0.174 0.104 0.1932
H -1.69497 -1.49631 0.89721 0.118 -0.126 0.171 0.2331
H -3.37152 0.04299 0.05288 0.052 0.141 0.014 0.2154
H -2.19389 1.33501 -0.14756 -0.129 -0.003 0.024 0.2070
H -2.97500 0.47327 -2.33027 0.037 -0.075 -0.196 0.2199
H 0.35204 -1.23417 -3.38220 0.151 0.142 -0.050 0.2163
H -0.81893 -2.63588 -3.19599 -0.095 -0.153 0.011 0.2160